Record 1
DFT (ωB97M-V/def2-TZVPD) results for C56H47I2N7NaO3PSSb as an isolated structure in a non-equilibrium geometry.

The geometry in XYZ format:
```
119
Properties=species:S:1:pos:R:3:forces:R:3
Na 9.9466 11.0837 17.2443 0.72 -0.37 0.12
C 24.9660 9.4654 21.0861 0.83 0.54 -0.91
C 26.1698 9.9557 20.4875 1.38 -1.64 0.83
C 26.3768 11.2832 20.1287 -0.37 -1.32 0.14
C 25.3744 12.1306 20.5085 -2.30 0.70 0.22
C 24.3146 11.7212 21.4234 0.69 1.39 -1.72
C 23.9977 10.3825 21.4757 -0.66 -0.99 0.91
P 24.7821 13.5494 19.5738 0.41 1.75 0.71
C 26.3804 9.4175 31.7023 -1.13 1.10 -0.75
C 25.5539 10.2385 30.9226 0.41 -3.53 -2.21
C 25.2758 11.5053 31.2722 -0.52 2.05 0.35
C 26.0901 12.0563 32.3287 -1.31 2.49 -1.09
C 26.8566 11.2706 33.1231 -1.32 -3.02 -1.10
C 26.8436 9.8704 32.8666 0.79 -0.28 0.88
C 24.5393 13.3912 17.8291 2.77 0.40 -0.34
C 23.5457 12.8256 17.0182 -0.49 -2.77 2.58
C 23.5254 12.9065 15.7049 0.62 1.08 -3.95
C 24.6279 13.5689 15.0816 -0.20 0.44 1.54
C 25.6460 14.1689 15.7936 -2.05 -0.91 -3.09
C 25.7009 14.1222 17.1592 0.52 1.00 2.73
H 24.8117 8.3857 21.2499 0.20 0.72 -0.23
H 27.0248 9.2358 20.4065 -1.00 0.60 -0.28
H 27.2322 11.7348 19.6317 -0.06 -0.70 -0.28
H 23.7885 12.5010 21.9778 -0.37 -0.23 -0.54
H 23.0146 10.0284 21.8646 1.06 0.40 0.07
H 25.2036 9.7712 29.9604 -0.23 0.71 1.12
H 24.3622 11.9855 30.7412 2.22 -0.16 0.97
H 26.1212 13.1687 32.4605 -0.49 -1.13 0.17
H 27.1361 11.3410 34.1137 1.10 1.88 1.73
H 27.1405 9.2069 33.6667 0.47 -0.10 -0.05
H 22.8661 12.0039 17.2982 -0.05 0.95 1.20
H 22.6763 12.5071 15.1092 0.89 0.17 0.51
H 24.7128 13.7231 14.0505 -0.35 -0.16 -1.55
H 26.3439 14.6863 15.1688 0.74 0.33 0.40
C 6.6117 8.2096 30.3897 2.21 1.04 1.67
O 7.5353 9.2453 29.7630 -2.02 -2.41 2.10
C 7.1485 9.6555 28.5630 0.31 0.71 -1.54
C 6.4485 8.8960 27.6086 0.63 0.75 2.08
C 6.3817 9.3850 26.3332 -0.79 -0.88 -0.89
C 6.8831 10.6162 26.0178 0.96 1.50 -0.58
C 7.3670 11.4671 27.0458 -0.01 -0.44 -2.02
C 7.6124 10.9495 28.2685 -0.93 -0.96 0.10
C 7.2188 10.9266 24.6004 -0.42 0.72 -1.90
N 7.0387 10.0915 23.5819 0.37 0.89 0.58
C 7.6051 10.6853 22.4598 0.92 0.83 1.50
C 8.1428 11.9805 22.7547 -2.62 -4.47 1.75
N 7.8249 12.1122 24.1368 0.51 -0.02 -0.17
C 9.1272 12.4567 21.9020 0.22 0.59 -1.00
C 9.9467 13.4896 22.3234 1.66 2.05 -0.11
C 10.9697 13.9948 21.5190 -0.29 -1.29 0.49
C 11.0758 13.4065 20.2246 0.03 1.40 0.48
N 10.2876 12.4722 19.8170 -1.91 -2.96 -0.41
C 9.3496 11.8467 20.6283 1.55 1.39 0.82
C 8.8068 10.5097 20.3526 -0.55 1.28 0.16
N 9.0696 9.9059 19.2030 -0.79 -3.18 -0.88
C 8.5611 8.6249 19.0747 0.39 2.91 1.66
C 7.7766 7.9554 20.0818 1.06 -0.85 -3.94
C 7.5147 8.5856 21.2155 -0.08 1.30 1.91
C 7.9898 9.9111 21.3102 -0.76 0.63 1.28
H 7.1998 7.2648 30.4963 -0.61 0.77 -0.23
H 5.6970 8.0645 29.8503 -0.25 0.09 -0.30
H 6.3735 8.6053 31.4347 0.37 -0.51 -1.49
H 6.0263 7.9914 28.0007 -0.15 -0.51 -0.79
H 5.9318 8.7903 25.5415 0.21 0.03 0.08
H 7.5950 12.4720 26.7320 0.42 0.26 0.42
H 8.1149 11.4345 29.0559 0.41 0.86 0.71
H 8.1091 12.8977 24.7200 -0.19 -0.54 -0.33
H 9.7917 13.9432 23.3192 0.11 -0.40 -0.56
H 11.7398 14.6549 21.9328 -0.53 0.00 -0.41
H 11.7465 13.7566 19.4406 0.18 0.21 0.46
H 8.8353 8.1927 18.1556 0.10 -0.84 -1.00
H 7.3780 7.0063 19.7168 0.19 0.01 0.78
H 7.0184 8.1898 22.1123 -0.08 0.06 -0.77
O 5.8491 12.6761 16.9964 2.27 -0.67 -0.95
N 6.8873 12.3816 16.5593 -2.19 0.66 0.97
N 25.7474 10.7368 11.8867 -0.40 -1.01 -0.05
N 26.5054 11.7739 12.5568 -1.21 1.11 -0.28
H 24.7631 10.8915 12.0563 -0.07 -0.16 0.13
H 26.0024 9.8727 12.3610 -0.35 0.10 -0.03
H 25.8640 12.6214 12.4905 1.64 -1.19 0.02
H 27.2298 11.8532 11.8591 0.42 1.11 0.18
I 11.5658 8.4328 16.0271 -0.48 0.66 0.23
I 10.9783 3.4415 10.6621 -0.03 -0.04 -0.07
S 12.1845 13.2192 16.9386 0.28 -0.16 -0.34
Sb 12.0411 14.3907 15.0116 0.87 -0.96 -0.67
C 11.1840 13.1934 13.3740 0.25 0.16 -0.21
C 10.7948 13.8429 12.1896 -0.46 0.10 0.14
C 10.2309 13.1005 11.1263 -0.31 1.70 0.78
C 9.9862 11.7508 11.2820 0.07 -1.39 -1.17
C 10.4087 11.0825 12.4353 0.00 -1.73 1.37
C 11.0747 11.7891 13.4705 -0.66 0.33 -0.22
C 10.9321 16.0901 15.4178 -0.27 0.55 -1.60
C 9.6239 16.1199 14.8984 -0.24 0.29 0.80
C 9.0219 17.3199 14.5342 1.32 -0.07 0.20
C 9.8307 18.4939 14.5582 -3.16 -0.09 -0.56
C 11.0996 18.4450 15.0234 2.45 1.15 -0.15
C 11.6797 17.2704 15.4573 -1.07 -0.63 0.56
C 13.8648 15.2185 13.9783 -1.32 -1.71 0.73
C 13.8526 16.0584 12.8885 -1.41 0.96 0.23
C 14.9356 16.1478 12.0437 0.13 0.00 0.54
C 16.0959 15.4809 12.3476 1.27 -1.15 0.67
C 16.1361 14.6482 13.4671 0.04 -0.30 0.57
C 14.9711 14.4333 14.2058 1.14 0.10 0.87
H 10.8146 14.9529 12.1226 0.15 -0.89 -0.04
H 9.8197 13.7050 10.2953 0.48 -0.78 0.26
H 9.5586 11.1715 10.4070 0.31 0.72 1.37
H 10.1821 9.9372 12.6593 0.68 2.59 -0.85
H 11.4319 11.2457 14.3564 -0.18 0.13 -0.34
H 9.0081 15.2169 14.9131 0.35 0.08 -0.36
H 8.0074 17.2179 14.1686 -0.01 0.73 0.03
H 9.3464 19.4483 14.2785 0.59 -0.60 -0.07
H 11.8192 19.2906 14.8946 -1.09 -0.34 0.49
H 12.6375 17.2890 15.9420 0.60 -0.09 -0.37
H 12.9830 16.7189 12.7739 0.29 -0.32 -0.38
H 14.9107 16.7918 11.2140 -0.13 0.75 -0.97
H 17.0200 15.5435 11.7699 -0.45 0.31 -0.10
H 17.0503 14.1723 13.8711 -0.49 0.26 -0.84
H 15.0193 13.7640 15.0726 -0.13 0.09 -0.37
O 26.7247 14.6966 17.7192 -2.26 -1.70 1.10
```
Positions in Å, forces in eV/Å.

Computed properties:
Gap between HOMO and LUMO (alpha / beta), Ha: 0.0519 / 0.0519
Multiplicity: 1
Net charge: -1
Highest occupied orbital energy (alpha / beta), eV: -2.774 / -2.774
Lowest unoccupied orbital energy (alpha / beta), eV: -1.36 / -1.36

Record 2
DFT (ωB97M-V/def2-TZVPD) results for one molecule with the formula C7H8N2O2 in a non-equilibrium geometry.

The geometry in XYZ format:
```
19
Properties=species:S:1:pos:R:3:forces:R:3
C 0.6993 -0.4283 2.5412 2.23 -0.33 0.41
C 0.3671 0.0474 1.1106 -0.71 -2.29 -0.60
C -0.4768 1.2172 0.8815 2.31 -2.83 0.10
C -0.9362 1.5816 -0.3199 0.82 -0.13 -2.46
C -0.7482 0.6617 -1.4050 -0.11 0.94 0.82
C 0.0568 -0.4347 -1.3441 -0.11 -2.03 1.61
C 0.6555 -0.8737 0.0208 -2.07 3.64 -3.80
H -0.0129 -0.2263 3.3622 -0.10 -0.14 -0.85
H 0.9733 -1.5260 2.5405 -0.85 0.92 -0.01
H 1.6830 -0.0242 2.9687 -1.15 0.02 -0.84
H -0.6548 1.7505 1.7456 -0.26 1.52 1.59
H -1.1366 2.5858 -0.7026 -0.88 -0.33 1.13
H 0.0859 -1.2069 -2.1865 0.04 1.41 1.12
H 1.4720 -2.4319 -1.0948 0.24 0.38 1.62
H 1.8923 -2.2383 0.6743 1.05 -1.27 0.26
N 1.4157 -2.0058 -0.1535 -1.07 1.10 0.31
N -1.5734 1.0765 -2.5920 0.97 -0.68 -0.06
O -1.5533 0.3785 -3.5893 0.00 0.09 0.28
O -2.2086 2.0968 -2.4578 -0.34 0.01 -0.62
```
Positions in Å, forces in eV/Å.

Computed properties:
Gap between HOMO and LUMO, Ha: 0.2947
Multiplicity: 1
Relative energy (zero: lowest compared OMol25 entry of this formula, charge and spin), kJ/mol: 468.6
Net charge: 0
Highest occupied orbital energy, eV: -8.199
Structure (SMILES): Cc1ccc([N+](=O)[O-])cc1N
Lowest unoccupied orbital energy, eV: -0.18

Record 3
DFT (ωB97M-V/def2-TZVPD) results for a 2-piece molecular cluster, C10H16 overall in a non-equilibrium geometry.

The geometry in XYZ format:
```
26
Properties=species:S:1:pos:R:3:forces:R:3
C -1.0573 3.1333 -0.1733 -0.73 -1.34 -4.06
C 0.4755 3.3148 -0.5052 -2.27 3.65 -1.16
C -1.3302 3.6871 1.1752 -3.84 -0.27 1.11
H -1.8097 3.5133 -1.0452 1.95 0.05 2.04
H -1.3077 2.0396 -0.3631 0.47 0.95 1.15
H 0.9852 2.8830 0.2822 1.53 -1.83 0.95
H -1.4138 4.8014 1.1064 0.68 -0.94 0.64
H -2.3722 3.3385 1.6339 1.66 0.77 -1.36
H -0.7142 3.2140 1.9196 1.01 0.64 0.31
H 0.7601 3.1768 -1.5712 0.01 -0.59 1.01
H 0.7358 4.4089 -0.2823 -0.50 -1.04 -0.58
C -0.8178 -3.7190 0.5703 2.11 -2.29 -3.55
C 1.1987 -0.2237 -0.5967 0.42 1.57 -0.45
C -0.0394 -0.4389 -1.0760 -2.54 -2.73 0.92
C 1.8179 -1.0930 0.2940 1.46 2.13 -0.39
C -0.7783 -1.6481 -0.6362 4.31 3.44 -0.79
C 1.2741 -2.2510 0.5553 -3.61 -2.54 -1.19
C -0.0289 -2.5537 0.0622 -2.34 1.20 0.54
H 1.6341 0.7190 -0.8937 0.47 0.03 0.26
H -0.6053 0.2810 -1.6312 0.17 0.41 -0.43
H 2.6973 -0.8118 0.8206 0.90 0.29 -0.04
H -1.8078 -1.5862 -0.7494 -1.74 -0.80 -0.37
H 1.6526 -3.0597 1.0731 1.40 -1.09 1.55
H -0.8622 -3.7031 1.6254 -0.29 -0.63 1.02
H -0.1152 -4.5057 0.0759 -1.16 0.08 1.84
H -1.7426 -3.9558 -0.0187 0.48 0.85 1.06
```
Positions in Å, forces in eV/Å.

Computed properties:
Gap between HOMO and LUMO, Ha: 0.3654
Multiplicity: 1
Relative energy (zero: lowest compared OMol25 entry of this formula, charge and spin), kJ/mol: 250.6
Net charge: 0
Highest occupied orbital energy, eV: -8.950
Structure (SMILES): Cc1ccccc1.CCC
Lowest unoccupied orbital energy, eV: 0.99

Record 4
DFT (ωB97M-V/def2-TZVPD) results for C4H5KLiMgO2 as an isolated structure in a non-equilibrium geometry.

The geometry in XYZ format:
```
14
Properties=species:S:1:pos:R:3:forces:R:3
O 1.1725 -0.6235 2.0896 1.31 -1.38 0.33
C 0.2244 -1.6530 2.0652 -2.15 0.87 -1.12
C -1.0018 -1.3702 2.8744 0.78 -0.65 -0.28
Mg 0.7029 1.2131 1.5308 -0.04 -0.34 -0.15
K 3.7207 -2.0878 1.8254 -0.84 0.50 0.08
H 0.3493 -2.7528 2.1350 1.83 -0.17 1.22
H -0.1562 -1.8142 1.0449 -0.27 0.77 -0.59
H -1.8337 -1.9854 2.5208 -0.24 0.56 0.71
H -0.8546 -0.9757 3.8845 -0.48 -0.15 -0.35
C -4.3431 -0.7233 0.8742 -0.74 0.67 -1.38
C -3.9222 0.0173 -0.0472 1.29 -0.97 2.81
O -3.0370 0.7227 -0.5876 0.05 0.58 -1.18
Li -1.4311 1.5307 -0.6210 -0.70 -0.37 0.26
H -5.1386 -1.1400 1.4663 0.22 0.08 -0.36
```
Positions in Å, forces in eV/Å.

Computed properties:
Gap between HOMO and LUMO (alpha / beta), Ha: 0.1419 / 0.1453
Multiplicity: 2
Net charge: 0
Highest occupied orbital energy (alpha / beta), eV: -5.561 / -5.657
Lowest unoccupied orbital energy (alpha / beta), eV: -1.70 / -1.70
Expectation value of S²: 0.75

Record 5
DFT (ωB97M-V/def2-TZVPD) results for one molecule with the formula C17H13N3O.

The geometry in XYZ format:
```
34
Properties=species:S:1:pos:R:3:forces:R:3
O -2.3975 4.3229 0.2740 0.14 0.02 0.10
C -1.8672 3.2552 0.0443 -0.11 0.04 -0.02
N -2.6064 2.2237 -0.4675 -0.60 0.44 0.14
N -2.3145 0.9282 -0.7305 0.22 -0.87 -0.33
C -1.4232 0.2904 -0.0792 -0.08 0.90 0.30
C -1.1254 -1.0896 -0.4076 -0.23 -0.83 -0.41
C -2.0437 -1.8204 -1.1375 0.24 0.37 0.30
C -1.8298 -3.1669 -1.4347 0.19 -0.30 0.00
C -0.6909 -3.7908 -1.0028 -0.20 0.06 -0.10
C 0.2891 -3.0821 -0.2781 -0.08 0.21 0.03
C 1.4787 -3.7164 0.1392 0.22 0.02 0.11
C 2.4464 -3.0243 0.8099 -0.06 -0.30 -0.11
C 2.2638 -1.6622 1.0853 -0.16 0.29 0.01
C 1.1170 -1.0217 0.7030 0.24 0.10 0.18
C 0.0873 -1.7065 0.0239 -0.16 -0.27 -0.17
H 1.0188 0.0312 0.9168 0.00 0.12 0.03
H 3.0387 -1.1131 1.5991 0.05 0.08 0.04
H 3.3557 -3.5150 1.1233 0.06 -0.07 0.01
H 1.6111 -4.7636 -0.0923 0.02 -0.10 -0.01
H -0.5198 -4.8360 -1.2172 0.01 -0.10 -0.03
H -2.5726 -3.7115 -1.9982 -0.04 -0.06 -0.04
H -2.9472 -1.3282 -1.4611 -0.08 0.04 -0.03
H -0.8689 0.7426 0.7429 -0.13 -0.03 -0.08
H -3.5434 2.4791 -0.7639 0.33 0.03 0.09
C -0.3980 3.0415 0.2120 0.51 0.25 0.01
C 0.2201 3.3423 1.4218 -0.21 -0.12 -0.28
C 1.5923 3.1698 1.5170 -0.17 0.06 0.22
N 2.3450 2.7506 0.5145 0.51 -0.06 0.09
C 1.7590 2.4980 -0.6437 -0.18 -0.04 -0.31
C 0.3958 2.6277 -0.8557 -0.11 0.10 0.26
H -0.0389 2.4080 -1.8189 -0.03 -0.06 -0.08
H 2.4158 2.1704 -1.4385 -0.02 -0.02 -0.13
H 2.1163 3.3760 2.4410 -0.04 0.05 0.11
H -0.3638 3.6904 2.2594 -0.03 0.06 0.09
```
Positions in Å, forces in eV/Å.

Computed properties:
Gap between HOMO and LUMO, Ha: 0.2918
Multiplicity: 1
Relative energy (zero: lowest compared OMol25 entry of this formula, charge and spin), kJ/mol: 120.2
Net charge: 0
Highest occupied orbital energy, eV: -8.154
Structure (SMILES): O=C(N/N=C/c1cccc2ccccc12)c1ccncc1
Lowest unoccupied orbital energy, eV: -0.21

Record 6
DFT (ωB97M-V/def2-TZVPD) results for an isolated ion of composition C2H4O3P and charge -1 in a non-equilibrium geometry.

The geometry in XYZ format:
```
10
Properties=species:S:1:pos:R:3:forces:R:3
C 1.0612 0.2925 0.1518 -0.38 -0.72 0.18
C 2.0246 -0.0343 -0.7511 -0.09 -0.87 -0.53
O 0.9872 0.7330 1.2721 0.08 1.00 1.29
O -0.3387 -0.1354 -0.3884 -0.80 -0.09 0.36
O -2.7828 -0.7586 -0.4748 -2.14 -0.80 -1.72
P -1.7834 -0.0376 0.2809 3.01 1.90 -2.12
H 3.0936 -0.1064 -0.4842 -0.88 0.30 0.00
H 1.6041 -0.7439 -1.4618 0.61 0.29 -0.36
H -1.8895 -0.5985 1.4678 0.66 -0.34 2.62
H -1.9763 1.3892 0.3877 -0.07 -0.68 0.28
```
Positions in Å, forces in eV/Å.

Computed properties:
Gap between HOMO and LUMO, Ha: 0.2747
Multiplicity: 1
Relative energy (zero: lowest compared OMol25 entry of this formula, charge and spin), kJ/mol: 185.7
Net charge: -1
Highest occupied orbital energy, eV: -3.196
Structure (SMILES): C=C([O-])O[PH2]=O
Lowest unoccupied orbital energy, eV: 4.28

Which value of multiplicity does entry 3 give? 1